{"formula": "C5H10ClNSi", "method": "ωB97M-V/def2-TZVPD", "species": ["C", "C", "Si", "Cl", "C", "C", "N", "C", "H", "H", "H", "H", "H", "H", "H", "H", "H", "H"], "xyz": [[4.237, -1.223, -0.173], [2.914, -1.277, 0.036], [1.770, 0.148, -0.023], [2.475, 1.942, 0.254], [0.063, -0.336, -0.221], [-1.217, 0.482, -0.271], [-2.630, -0.076, -0.207], [-3.478, 1.032, 0.293], [4.885, -2.069, 0.099], [4.804, -0.292, -0.150], [2.516, -2.314, -0.015], [0.025, -1.460, -0.351], [-1.164, 1.100, -1.287], [-1.216, 1.145, 0.577], [-2.849, -0.882, 0.379], [-3.225, 1.492, 1.261], [-3.335, 1.789, -0.386], [-4.574, 0.798, 0.185]], "lowdin_charge": [-0.0842, -0.3256, 0.2102, 0.3979, -0.2793, -0.3344, -0.1355, -0.1696, 0.0608, 0.0409, 0.0718, 0.0429, 0.1441, 0.0693, 0.0901, 0.0766, 0.0298, 0.0943], "total_energy_ev": -27234.9080, "total_charge": 0, "fmax_ev_per_a": 4.79, "molar_mass_g_mol": 147.68, "gap_ev": 7.90, "e_above_lowest_ev": 0.063, "homo_ha": -0.280}

{"formula": "C10H17CuN2SSbSe4", "method": "ωB97M-V/def2-TZVPD", "species": ["Cu", "C", "C", "C", "C", "C", "H", "H", "H", "H", "H", "C", "C", "N", "C", "S", "N", "C", "C", "H", "H", "H", "H", "H", "H", "H", "H", "H", "H", "H", "H", "Se", "Sb", "Se", "Se", "Se"], "xyz": [[1.021, -0.091, 1.560], [1.098, 2.648, 1.981], [1.711, 1.578, 2.704], [3.009, 1.390, 2.145], [3.165, 2.286, 1.087], [1.992, 3.071, 0.994], [0.134, 3.082, 2.212], [1.371, 1.196, 3.663], [3.729, 0.660, 2.484], [4.013, 2.332, 0.419], [1.814, 3.860, 0.275], [-3.471, -2.371, -0.857], [-2.096, -2.011, -0.324], [-1.687, -0.677, -0.752], [-1.288, 0.281, 0.104], [-1.534, 0.216, 1.789], [-0.643, 1.343, -0.419], [-0.120, 1.426, -1.767], [-1.155, 1.902, -2.780], [-3.729, -3.384, -0.548], [-3.490, -2.337, -1.948], [-4.227, -1.681, -0.477], [-1.349, -2.726, -0.672], [-2.085, -2.034, 0.763], [-1.153, -0.696, -1.610], [-0.204, 1.941, 0.276], [0.314, 0.464, -2.063], [0.719, 2.123, -1.721], [-2.023, 1.241, -2.792], [-0.724, 1.921, -3.781], [-1.500, 2.906, -2.530], [2.062, -3.826, 3.089], [1.653, -3.847, 0.712], [1.639, -1.557, -0.272], [3.120, -5.301, -0.731], [-0.089, -5.326, -0.214]], "lowdin_charge": [-0.1008, -0.2339, -0.2850, -0.2010, -0.1870, -0.2085, 0.0748, 0.0853, 0.0852, 0.0659, 0.0656, -0.0945, -0.2981, -0.0044, -0.8595, 0.6326, -0.0073, -0.2566, -0.0931, 0.0661, 0.0623, 0.0647, 0.0290, 0.0663, 0.1012, 0.0699, 0.0724, 0.1159, 0.0615, 0.0646, 0.0671, -0.2915, -0.3683, 0.0622, -0.2118, -0.2112], "total_energy_ev": -337027.1914, "total_charge": -2, "fmax_ev_per_a": 0.37, "molar_mass_g_mol": 698.47, "gap_ev": [6.10, 5.77], "e_above_lowest_ev": 0.077, "homo_ha": [-0.058, -0.058], "multiplicity": 2}

{"formula": "C7H21N2O2SSi", "method": "ωB97M-V/def2-TZVPD", "species": ["C", "C", "C", "C", "C", "C", "C", "N", "N", "O", "O", "Si", "S", "H", "H", "H", "H", "H", "H", "H", "H", "H", "H", "H", "H", "H", "H", "H", "H", "H", "H", "H", "H", "H"], "xyz": [[1.868, 1.507, -1.394], [-1.241, 3.500, -2.395], [-2.272, 0.416, -1.596], [-1.157, 2.335, 0.436], [-0.236, -2.718, 0.956], [0.958, -3.347, 1.647], [0.654, 1.183, -1.832], [0.278, -1.703, 0.040], [1.166, -2.638, 3.023], [2.290, -0.642, 0.938], [0.418, -0.339, 2.146], [-1.039, 1.901, -1.321], [0.709, -0.227, 0.713], [2.755, 1.168, -1.786], [2.849, -0.764, 0.193], [1.870, 2.564, -1.018], [-1.372, 4.455, -1.910], [-0.335, 3.506, -2.890], [-1.948, 3.515, -3.181], [-1.683, -0.243, -0.967], [-3.300, 0.648, -1.184], [-2.408, 0.335, -2.678], [-1.556, 3.368, 0.604], [-1.820, 1.690, 0.871], [-0.115, 2.254, 0.875], [-0.709, -3.510, 0.309], [-1.039, -2.260, 1.615], [1.824, -3.213, 1.117], [0.889, -4.396, 1.704], [0.522, 0.287, -2.338], [-0.392, -1.543, -0.615], [0.611, -3.050, 3.879], [0.779, -1.468, 2.838], [2.182, -2.570, 3.199]], "lowdin_charge": [-0.0903, -0.1423, -0.1560, -0.1995, -0.2021, -0.1254, -0.2693, -0.1890, 0.0982, -0.2255, -0.3998, 0.5383, 0.9705, 0.0357, 0.0627, 0.0920, 0.0324, -0.0162, 0.0147, -0.0298, 0.0606, 0.0365, 0.0687, -0.0079, 0.0388, 0.1532, 0.1476, 0.0859, 0.1116, 0.0331, 0.0165, 0.1994, 0.1146, 0.1422], "total_energy_ev": -33378.4098, "total_charge": 1, "fmax_ev_per_a": 4.53, "molar_mass_g_mol": 225.41, "gap_ev": 9.81, "e_above_lowest_ev": 1.199, "homo_ha": -0.468}

{"formula": "C2H5OP", "method": "ωB97M-V/def2-TZVPD", "species": ["C", "C", "O", "P", "H", "H", "H", "H", "H"], "xyz": [[0.423, 1.137, -0.169], [0.449, -1.026, -0.141], [-2.336, 0.055, -0.215], [-0.955, 0.041, 0.286], [1.235, 1.445, 0.429], [0.530, 1.357, -1.215], [0.316, -1.210, -1.142], [1.244, -1.572, 0.450], [-0.907, -0.227, 1.718]], "lowdin_charge": [-0.0929, -0.1290, -0.3934, 0.5102, 0.0080, 0.0207, -0.0244, 0.0648, 0.0361], "total_energy_ev": -13488.6100, "total_charge": 0, "fmax_ev_per_a": 4.04, "molar_mass_g_mol": 76.03, "gap_ev": 9.78, "e_above_lowest_ev": 2.265, "homo_ha": -0.350}

{"formula": "C15H13N3O4S", "method": "ωB97M-V/def2-TZVPD", "species": ["C", "C", "C", "C", "O", "N", "C", "S", "C", "C", "O", "C", "C", "C", "C", "C", "C", "N", "C", "O", "C", "O", "N", "H", "H", "H", "H", "H", "H", "H", "H", "H", "H", "H", "H", "H"], "xyz": [[1.244, 0.899, 2.850], [1.476, 0.942, 1.374], [2.406, 0.169, 0.755], [2.642, 0.279, -0.661], [3.421, -0.347, -1.340], [1.821, 1.258, -1.264], [0.891, 1.948, -0.579], [-0.083, 3.073, -1.519], [-1.617, 3.100, -0.528], [-2.539, 2.056, -1.142], [-3.553, 2.359, -1.715], [-1.989, 0.677, -1.082], [-1.815, -0.029, -2.270], [-1.162, -1.246, -2.272], [-0.695, -1.793, -1.083], [-0.916, -1.109, 0.119], [-1.553, 0.119, 0.115], [-0.416, -1.654, 1.300], [0.265, -2.825, 1.357], [0.811, -3.208, 2.365], [0.224, -3.652, 0.080], [-0.001, -2.954, -1.131], [0.694, 1.826, 0.690], [1.889, 1.633, 3.332], [0.216, 1.168, 3.081], [1.486, -0.080, 3.255], [2.999, -0.548, 1.300], [1.936, 1.399, -2.262], [-1.316, 2.875, 0.494], [-2.047, 4.096, -0.612], [-2.168, 0.402, -3.194], [-0.987, -1.784, -3.189], [-1.710, 0.632, 1.051], [-0.464, -1.098, 2.143], [-0.566, -4.408, 0.216], [1.177, -4.175, -0.033]], "lowdin_charge": [-0.0276, -0.3298, 0.0499, -0.4590, 0.0685, 0.1538, -0.6287, 1.0236, -0.3370, -0.4427, 0.1161, -0.1983, -0.0167, 0.0228, -0.2026, -0.1561, 0.0225, 0.1682, -0.4490, 0.0852, -0.0539, 0.0065, 0.0838, 0.0919, 0.0778, 0.0809, 0.1267, 0.1529, 0.0696, 0.0884, 0.1242, 0.1243, 0.1267, 0.1463, 0.1466, 0.1441], "total_energy_ev": -39262.4870, "total_charge": 0, "fmax_ev_per_a": 0.59, "molar_mass_g_mol": 331.35, "gap_ev": 8.77, "e_above_lowest_ev": 0.000, "homo_ha": -0.317}

{"formula": "C23H26F3O2Rb", "method": "ωB97M-V/def2-TZVPD", "species": ["Rb", "C", "C", "O", "H", "H", "H", "H", "H", "C", "C", "O", "C", "H", "H", "H", "H", "H", "H", "F", "C", "C", "C", "C", "C", "C", "H", "H", "H", "H", "H", "F", "C", "C", "C", "C", "C", "C", "H", "H", "H", "H", "H", "F", "C", "C", "C", "C", "C", "C", "H", "H", "H", "H", "H"], "xyz": [[-18.854, 1.816, -17.530], [-19.476, 6.186, -19.399], [-20.317, 5.067, -19.777], [-20.299, 3.906, -18.953], [-19.303, 6.905, -20.200], [-18.487, 5.853, -19.086], [-19.931, 6.709, -18.558], [-19.826, 4.706, -20.681], [-21.305, 5.435, -20.051], [-24.033, 4.258, -22.464], [-24.654, 5.131, -21.407], [-24.688, 6.312, -21.536], [-25.319, 4.414, -20.145], [-22.969, 4.455, -22.328], [-24.346, 4.708, -23.407], [-24.282, 3.203, -22.349], [-25.891, 3.515, -20.375], [-25.988, 5.089, -19.612], [-24.653, 3.976, -19.402], [-15.553, 0.601, -24.123], [-15.903, 1.556, -23.272], [-15.100, 2.701, -23.173], [-15.471, 3.758, -22.352], [-16.674, 3.665, -21.562], [-17.500, 2.558, -21.700], [-17.189, 1.552, -22.625], [-14.238, 2.795, -23.817], [-14.904, 4.672, -22.259], [-16.991, 4.381, -20.817], [-18.344, 2.375, -21.053], [-17.835, 0.687, -22.630], [-21.068, 9.359, -24.139], [-21.311, 9.553, -22.806], [-20.970, 10.719, -22.209], [-21.372, 10.915, -20.871], [-22.065, 9.876, -20.236], [-22.400, 8.678, -20.947], [-21.976, 8.482, -22.208], [-20.432, 11.486, -22.746], [-21.098, 11.833, -20.373], [-22.406, 9.924, -19.212], [-22.974, 7.847, -20.563], [-22.290, 7.579, -22.710], [-19.445, 2.815, -14.821], [-20.197, 3.820, -14.476], [-20.486, 4.894, -15.391], [-21.427, 5.790, -15.024], [-21.966, 5.762, -13.719], [-21.584, 4.782, -12.836], [-20.710, 3.796, -13.213], [-19.924, 4.829, -16.312], [-21.647, 6.613, -15.689], [-22.711, 6.476, -13.400], [-22.077, 4.784, -11.876], [-20.377, 2.990, -12.576]], "lowdin_charge": [0.9492, -0.0883, -0.3363, -0.1237, 0.0993, 0.0810, 0.0857, 0.1359, 0.1195, -0.0134, -0.4788, 0.0733, -0.0107, 0.0768, 0.0951, 0.0807, 0.0678, 0.0734, 0.0632, 0.0895, -0.2564, -0.0098, -0.0498, -0.0857, -0.1246, 0.0015, 0.1207, 0.1043, 0.0799, 0.0780, 0.1066, 0.0357, -0.2697, -0.0192, -0.0634, -0.0713, -0.0990, -0.0344, 0.1208, 0.1031, 0.0909, 0.0821, 0.1129, 0.0082, -0.3155, -0.0151, -0.0743, -0.0638, -0.0732, -0.0127, 0.0887, 0.1104, 0.1099, 0.1171, 0.1279], "total_energy_ev": -37166.7191, "total_charge": 1, "fmax_ev_per_a": 4.13, "molar_mass_g_mol": 476.92, "gap_ev": [7.36, 5.45], "homo_ha": [-0.398, -0.398], "multiplicity": 2}

{"formula": "C16H40ClN2O2", "method": "ωB97M-V/def2-TZVPD", "species": ["Cl", "C", "C", "N", "C", "C", "C", "C", "C", "O", "C", "H", "H", "H", "H", "H", "H", "H", "H", "H", "H", "H", "H", "H", "H", "H", "H", "H", "H", "H", "H", "C", "C", "N", "C", "C", "C", "C", "C", "O", "C", "H", "H", "H", "H", "H", "H", "H", "H", "H", "H", "H", "H", "H", "H", "H", "H", "H", "H", "H", "H"], "xyz": [[23.234, -18.007, 9.169], [22.661, -21.814, 12.186], [22.404, -20.933, 13.382], [21.237, -19.870, 13.153], [21.472, -18.984, 11.907], [19.900, -20.677, 13.007], [18.715, -19.726, 12.846], [21.210, -19.029, 14.546], [22.448, -18.222, 14.840], [22.538, -17.354, 13.725], [23.591, -16.469, 13.925], [22.828, -21.122, 11.361], [21.820, -22.432, 11.871], [23.534, -22.464, 12.243], [23.286, -20.293, 13.391], [22.355, -21.529, 14.293], [21.328, -19.556, 10.991], [22.490, -18.601, 11.840], [20.806, -18.125, 11.992], [19.842, -21.318, 13.887], [20.024, -21.212, 12.065], [17.889, -20.352, 12.508], [18.829, -18.915, 12.127], [18.444, -19.315, 13.818], [20.806, -19.739, 15.267], [20.445, -18.323, 14.223], [23.361, -18.796, 15.002], [22.166, -17.524, 15.629], [23.634, -15.731, 13.123], [24.537, -17.007, 13.996], [23.399, -15.863, 14.811], [22.240, -19.878, 6.218], [21.200, -21.097, 6.225], [20.395, -21.331, 7.454], [21.292, -21.392, 8.689], [19.274, -20.224, 7.671], [18.308, -20.387, 8.873], [19.873, -22.795, 7.173], [19.319, -23.163, 5.726], [18.237, -22.144, 5.376], [17.495, -22.503, 4.211], [21.826, -18.935, 6.576], [22.741, -19.633, 5.281], [23.044, -20.179, 6.890], [21.856, -21.956, 6.084], [20.552, -20.952, 5.361], [22.021, -22.198, 8.614], [20.733, -21.680, 9.580], [21.673, -20.371, 8.722], [18.717, -20.230, 6.734], [19.720, -19.230, 7.638], [17.426, -19.747, 8.882], [18.775, -20.121, 9.821], [18.039, -21.435, 9.010], [19.048, -23.045, 7.841], [20.606, -23.526, 7.515], [18.892, -24.156, 5.868], [20.112, -23.264, 4.985], [16.826, -23.358, 4.316], [17.965, -22.597, 3.232], [17.013, -21.532, 4.106]], "lowdin_charge": [-0.5401, -0.0778, -0.1430, -0.1937, -0.0422, -0.1439, -0.0716, -0.0300, -0.1951, -0.2261, -0.0903, 0.0698, 0.0672, 0.0982, 0.1192, 0.1334, 0.0465, 0.0449, 0.1005, 0.1316, 0.0967, 0.0865, 0.0771, 0.0809, 0.1358, 0.1196, 0.1309, 0.1402, 0.1070, 0.1005, 0.0929, -0.0612, -0.1765, -0.2139, -0.0018, -0.0911, -0.0435, -0.0662, -0.1144, -0.2138, -0.1058, 0.0432, 0.0845, 0.0477, 0.1287, 0.1234, 0.1125, 0.0809, 0.0375, 0.1109, 0.1282, 0.0939, 0.0435, 0.0716, 0.1150, 0.1274, 0.1220, 0.1163, 0.0916, 0.0889, 0.0946], "total_energy_ev": -36828.1871, "total_charge": 1, "fmax_ev_per_a": 4.26, "molar_mass_g_mol": 327.96, "gap_ev": 7.23, "e_above_lowest_ev": 3.089, "homo_ha": -0.349}

{"formula": "C5H8NaO5Tb", "method": "ωB97M-V/def2-TZVPD", "species": ["C", "O", "O", "Na", "O", "C", "C", "O", "C", "C", "O", "Tb", "H", "H", "H", "H", "H", "H", "H", "H"], "xyz": [[-2.604, 2.196, 0.819], [-3.028, 3.130, 1.515], [-2.564, 0.986, 1.190], [-3.710, 5.163, 1.423], [0.762, 0.994, 1.191], [1.792, 1.091, 0.320], [1.654, 0.215, -0.861], [0.777, -0.676, -0.734], [0.612, -1.985, -1.360], [0.270, -2.882, -0.164], [-0.653, -2.287, 0.669], [-0.726, -0.402, 1.409], [2.804, 0.814, 0.712], [1.965, 2.116, -0.087], [2.416, 0.126, -1.648], [-2.200, 2.446, -0.225], [1.534, -2.243, -1.894], [-0.237, -1.857, -2.040], [1.224, -3.110, 0.357], [-0.090, -3.836, -0.594]], "lowdin_charge": [-0.5019, -0.0855, -0.2144, 0.8683, -0.3482, -0.2667, 0.0738, -0.0575, -0.0302, -0.2778, -0.3946, 1.9214, 0.1875, 0.1727, 0.1935, 0.1523, 0.1579, 0.1575, 0.1400, 0.1521], "total_energy_ev": -42387.5225, "total_charge": 2, "fmax_ev_per_a": 2.33, "molar_mass_g_mol": 330.03, "gap_ev": [8.37, 8.39], "homo_ha": [-0.613, -0.613], "multiplicity": 7}